Entry 1:
C3H7ClN3 | wB97M-V/def2-TZVPD

Charge: +1
E_HOMO (alpha / beta) in eV: -12.8 / -13.3

```
14
Properties=species:S:1:pos:R:3:forces:R:3
C -0.750712 -0.299668 2.318040 -0.882 1.176 0.163
C 1.398723 -0.062035 0.477687 2.833 2.026 0.137
C -1.230616 0.628138 -1.711164 -2.166 0.051 -2.081
N 0.591653 -0.200830 -0.581570 -1.687 -1.191 -2.677
N -0.336842 0.655378 -0.685625 1.367 0.670 2.867
N 0.374984 -0.531713 1.966069 1.037 -1.158 -0.241
Cl 2.761364 -1.182184 0.480709 -0.863 0.500 0.222
H -1.597741 0.416774 2.165500 0.985 -0.854 -0.220
H 1.725777 1.061555 0.552858 -0.763 -2.346 0.569
H -0.724025 1.101836 -2.592069 -1.097 0.211 0.519
H -1.651001 -0.301806 -2.038110 0.755 -1.569 -0.360
H -2.198015 1.000991 -1.327706 0.758 1.263 -0.609
H 0.594352 -1.010701 -1.280584 0.401 0.764 1.388
H 1.042100 -1.275733 2.255966 -0.676 0.459 0.323
```
Forces are in eV/Å.

Entry 2:
C3H7ClN3O2PTa | wB97M-V/def2-TZVPD

Charge: -1
E_HOMO in eV: -4.5

```
18
Properties=species:S:1:pos:R:3:forces:R:3
C -1.550576 1.080838 0.618772 0.880 0.002 -0.767
Ta -0.352759 -0.769505 0.735190 -1.194 -0.846 1.797
Cl -1.326086 -1.985711 2.550765 0.149 0.037 -0.272
O 1.005036 0.085683 2.023786 -0.182 -0.676 -0.703
C 2.192187 -0.385247 2.046115 0.364 0.276 0.150
N 3.287408 -0.764698 2.064853 -0.255 0.096 0.135
O -1.536766 -1.792272 -0.557360 0.561 0.423 0.243
C -1.717913 -1.408304 -1.758373 -0.254 -0.074 0.438
N -1.939493 -1.025165 -2.821694 -0.067 -0.010 -0.601
P 0.980117 0.413684 -1.171465 -0.288 0.251 0.278
N 0.584475 1.928092 -1.454783 0.188 0.196 0.022
H -2.109969 1.123152 -0.321228 -0.098 -0.010 0.091
H -0.930132 1.975755 0.615728 -0.047 0.059 0.071
H -2.228956 1.065041 1.480497 0.027 -0.198 0.011
H 1.002134 -1.938581 0.334552 0.002 0.781 -0.567
H 2.326792 0.246509 -0.770551 0.083 -0.178 -0.091
H 0.954114 -0.408516 -2.323082 0.148 -0.155 -0.044
H 1.360387 2.559246 -1.291722 -0.017 0.027 -0.193
```
Forces are in eV/Å.

Entry 3:
C3H7ClNO2S | wB97M-V/def2-TZVPD

Charge: +1
E_HOMO in eV: -14.6

```
15
Properties=species:S:1:pos:R:3:forces:R:3
C 1.718162 0.216467 0.390391 7.554 0.293 -3.273
C -0.388026 -0.191586 0.975180 -2.428 -0.813 -1.664
C 0.067958 0.304856 -1.362857 1.289 5.173 0.525
N 0.580793 0.191356 -0.037882 -0.960 -0.393 1.084
O 4.120944 1.392153 1.065463 0.866 -0.965 -1.767
O 2.940104 0.579050 -0.874172 -3.613 -0.905 2.222
S 4.387115 0.668202 -0.200536 -0.890 1.386 2.397
Cl 4.506267 -1.316038 0.360301 0.217 -0.371 0.061
H 2.361074 -0.199916 1.199443 -1.211 0.821 0.074
H -1.300104 0.418357 0.802649 0.429 -0.817 0.073
H -0.087770 -0.033994 1.937956 1.244 0.716 2.425
H -0.481222 -1.269913 0.854071 -0.836 0.039 -0.076
H 0.682294 0.981761 -1.956717 -0.012 0.099 0.212
H -0.891868 0.689230 -1.239483 -1.613 0.745 -0.185
H 0.031177 -0.535972 -1.855793 -0.037 -5.009 -2.109
```
Forces are in eV/Å.

> Look up the charge of the first one.

+1